Density functional theory data (the ωB97M-V functional and the def2-TZVPD basis) for a structure of composition C32H26AuClN2O5P at a distorted geometry.

Last column: Mulliken spin population.
Atoms and positions in Å:
Au 0.0892 -1.1815 -1.2858  0.526
Cl -7.2000 -0.6807 -0.8087  0.000
C -5.4887 -0.4723 -0.8236  0.000
C -4.9207 0.6598 -0.2227  0.000
C -3.5648 0.8354 -0.2435  0.009
C -2.6866 -0.0670 -0.8927  0.041
O -1.4285 0.2323 -0.9149  0.147
C -3.2708 -1.2446 -1.4638  -0.031
C -2.5627 -2.3234 -2.0367  0.003
N -1.2837 -2.4119 -2.2575  0.140
C -0.6798 -3.4840 -2.8887  -0.013
C -1.3440 -4.3764 -3.7127  0.007
C -0.6620 -5.4351 -4.3186  0.000
C 0.6855 -5.6031 -4.1431  0.007
C 1.4153 -4.6937 -3.3492  0.005
C 2.8084 -4.7813 -3.1378  -0.002
C 3.4379 -3.8647 -2.3346  0.006
C 2.6865 -2.8343 -1.7571  -0.005
N 1.3936 -2.7272 -1.9608  0.117
C 0.7243 -3.6268 -2.7178  0.007
C -4.6778 -1.4058 -1.4065  0.008
H -5.5683 1.3801 0.2521  0.000
H -3.1160 1.6982 0.2225  -0.001
H -3.1777 -3.1862 -2.2840  0.013
H -2.3997 -4.2591 -3.8993  0.001
H -1.2215 -6.1292 -4.9261  0.000
H 1.2031 -6.4274 -4.6084  0.001
H 3.3674 -5.5725 -3.6139  0.000
H 4.4991 -3.9094 -2.1505  0.000
H 3.1408 -2.0889 -1.1165  0.005
H -5.1174 -2.2851 -1.8498  0.001
O 3.2210 -0.6584 0.7039  0.049
C 2.1170 -0.1669 0.7896  -0.007
O 1.4270 0.1432 -0.3079  0.190
C 1.4386 0.1836 2.0607  0.016
C 0.0717 -0.0342 2.2019  -0.006
C -0.6080 0.3348 3.3568  -0.002
C 0.1238 0.9720 4.3325  0.005
O -0.2975 1.4892 5.5155  0.000
C 0.8361 2.0894 6.1131  0.000
O 1.9544 1.8882 5.2735  0.000
C 1.4986 1.2018 4.1894  0.001
C 2.1882 0.7829 3.0818  -0.005
H -0.4667 -0.5161 1.3989  -0.001
H -1.6606 0.1490 3.4822  0.000
H 1.0255 1.6381 7.0994  0.000
H 0.6541 3.1698 6.2364  0.000
H 3.2499 0.9318 2.9743  -0.002
C -0.7866 3.1741 -1.5488  0.124
P 0.5190 2.1135 -0.7764  0.475
C 1.9491 2.4367 -1.8686  0.031
C 0.8872 2.9646 0.7756  0.068
C 2.1914 3.2996 1.1333  0.024
C 2.4294 3.9844 2.3107  -0.011
C 1.3765 4.3376 3.1399  0.034
C 0.0782 3.9893 2.7976  -0.018
C -0.1639 3.2938 1.6292  0.039
H -1.6800 3.1675 -0.9362  -0.013
H -1.0330 2.7722 -2.5277  -0.006
H -0.4026 4.1875 -1.6442  0.019
H 2.1378 3.5108 -1.8639  0.016
H 1.7180 2.1115 -2.8814  -0.001
H 2.8221 1.8932 -1.5155  -0.006
H 3.0163 3.0405 0.4889  0.001
H 3.4410 4.2433 2.5790  0.000
H 1.5693 4.8800 4.0523  0.000
H -0.7490 4.2557 3.4388  0.000
H -1.1733 3.0116 1.3666  -0.001

Computed properties:
Orbital gap (spin up / spin down), eV: 6.7 / 6.4
Net charge: +1
Lowest unoccupied orbital energy (spin up / spin down), Ha: -0.134 / -0.145
Spin multiplicity: 3



Density functional theory data (the ωB97M-V functional and the def2-TZVPD basis) for a structure of composition C48H54GeIrN3O3P.

Last column: Löwdin charge in e.
Atoms and positions in Å:
Ir -0.5495 -0.0463 0.2642  1.242
C 2.4994 -2.9261 -1.9314  -0.002
C 1.3431 -3.0458 -0.9278  -0.575
C 1.1422 -4.5246 -0.6198  0.017
C 0.0617 -2.4336 -1.5973  -0.168
O 1.5668 -2.3638 0.2784  -0.342
Ge 2.7964 -1.0244 0.7415  1.141
O 2.3571 -0.1084 -0.9265  -0.347
C 2.1648 1.2639 -1.1169  -0.502
C 2.9832 2.0597 -0.1195  -0.008
C 2.6697 1.6051 -2.5147  0.033
C 0.1995 2.8548 -0.4493  -0.145
O 1.2346 0.0051 1.4290  -0.491
C 0.9903 0.5773 2.7369  -0.627
C 1.2617 -0.4667 3.8198  -0.019
C 1.8858 1.7736 3.0654  -0.030
C -0.4723 1.0918 2.7018  -0.017
H 2.3748 -3.6463 -2.7414  0.106
H 3.4346 -3.1648 -1.4228  0.106
H 2.5929 -1.9319 -2.3658  0.084
H 0.8245 -5.0905 -1.4994  0.103
H 0.4371 -4.6683 0.2000  0.087
H 2.0928 -4.9471 -0.2965  0.116
H 0.1288 -2.6505 -2.6641  0.144
H 1.1517 -0.7207 -1.2748  0.048
H -2.0487 -2.2880 -1.5525  0.153
H 4.0054 1.6912 -0.2148  0.116
H 2.6655 1.9091 0.8953  0.031
H 3.0195 3.1213 -0.3389  0.089
H 3.7430 1.4228 -2.4954  0.116
H 2.5058 2.6489 -2.7752  0.096
H 2.2432 0.9658 -3.2850  0.102
H 0.4780 2.8265 0.6040  0.101
H -0.8838 2.8998 -0.5020  0.086
H 0.2245 4.9369 -0.4752  0.140
H 2.3373 -0.6327 3.8905  0.098
H 0.8115 -1.4362 3.6177  0.071
H 0.9264 -0.1099 4.7951  0.112
H 2.9426 1.5061 3.0371  0.106
H 1.6568 2.0888 4.0852  0.114
H 1.7106 2.6349 2.4228  0.078
H -0.9648 1.1747 1.6700  0.028
H -0.5265 2.1491 2.9691  0.119
H -1.1678 0.5800 3.3560  0.076
C -1.7825 -3.1631 3.0895  0.038
C -1.3301 -2.0354 2.4181  -0.083
N -1.2343 -1.8969 1.0911  0.028
C -1.5289 -2.9872 0.3448  -0.127
C -2.0723 -4.1428 0.9452  -0.123
C -2.2085 -4.2246 2.3423  0.074
C -2.4674 -5.2456 0.1450  0.115
C -2.2964 -5.2903 -1.2268  0.012
C -1.6752 -4.2245 -1.8190  0.083
C -1.2979 -2.9983 -1.1205  -0.178
N 0.0861 -0.9765 -1.4366  -0.069
C -0.2914 -0.1287 -2.5484  -0.201
C -0.7926 -0.6040 -3.7408  -0.021
C -0.9692 0.2934 -4.7880  -0.035
C -0.6422 1.6155 -4.6082  -0.012
C -0.1539 2.1295 -3.3915  -0.159
C 0.1682 3.5633 -3.4409  -0.045
C 0.5222 4.4110 -2.4839  -0.054
C 0.7357 4.1487 -1.0400  -0.137
N 0.5681 1.5083 -1.0006  -0.030
C -0.0014 1.2261 -2.3356  -0.165
H -1.8122 -3.1624 4.1699  0.144
H -1.0277 -1.1834 2.9939  0.068
H -2.6278 -5.1131 2.7988  0.150
H -2.9151 -6.0941 0.6536  0.155
H -2.6017 -6.1553 -1.7986  0.144
H -1.4714 -4.2502 -2.8854  0.158
H -1.0265 -1.6491 -3.8890  0.117
H -1.3406 -0.0520 -5.7436  0.131
H -0.7525 2.3025 -5.4373  0.134
H 0.1007 3.9705 -4.4429  0.123
H 0.7215 5.4332 -2.7870  0.130
H 1.7919 4.3120 -0.8211  0.107
C -6.0771 0.5294 2.7866  -0.033
C -4.8053 0.1319 3.1592  -0.046
C -3.7835 0.1051 2.2154  -0.105
C -4.0132 0.4809 0.9014  -0.380
C -5.3068 0.8746 0.5340  -0.079
C -6.3257 0.8978 1.4678  -0.026
P -2.7965 0.4264 -0.4712  1.057
C -3.0539 2.0962 -1.1367  -0.359
C -3.2681 3.1134 -0.1944  -0.108
C -3.4420 4.4239 -0.6029  -0.038
C -3.4157 4.7414 -1.9565  -0.029
C -3.1994 3.7438 -2.8927  -0.039
C -3.0096 2.4307 -2.4852  -0.081
C -3.6431 -0.8465 -1.4971  -0.335
C -3.7553 -0.8492 -2.8863  -0.074
C -4.4345 -1.8700 -3.5439  -0.034
C -5.0189 -2.9010 -2.8275  -0.037
C -4.9365 -2.9007 -1.4379  -0.054
C -4.2663 -1.8845 -0.7819  -0.113
H -6.8747 0.5554 3.5168  0.125
H -4.6042 -0.1531 4.1839  0.117
H -2.8044 -0.2090 2.5259  0.040
H -5.5220 1.1643 -0.4869  0.127
H -7.3179 1.2074 1.1682  0.126
H -3.3186 2.8866 0.8633  0.113
H -3.6192 5.1960 0.1342  0.123
H -3.5693 5.7631 -2.2777  0.125
H -3.1784 3.9843 -3.9476  0.126
H -2.8070 1.6874 -3.2373  0.075
H -3.3244 -0.0653 -3.4843  0.078
H -4.5233 -1.8396 -4.6220  0.125
H -5.5641 -3.6810 -3.3426  0.125
H -5.4349 -3.6730 -0.8648  0.123
H -4.2625 -1.8756 0.3020  0.110

Computed properties:
Orbital gap, eV: 5.3
Net charge: +3
Lowest unoccupied orbital energy, Ha: -0.383
Spin multiplicity: 1



Density functional theory data (the ωB97M-V functional and the def2-TZVPD basis) for a structure of composition C34H66AsCdN3OSi4Te.

Last column: Löwdin charge in e.
Atoms and positions in Å:
Cd -0.1216 -1.4273 -0.5161  1.221
C 4.6047 -1.6866 0.0455  -0.036
C 3.2177 -1.6315 -0.5290  -0.292
N 2.1711 -1.4928 0.1991  -0.026
N 2.3829 -1.3785 1.5353  0.028
C 1.2942 -1.0585 2.2191  -0.505
O 0.1499 -0.7889 1.7593  -0.300
C 1.5000 -0.9865 3.7037  -0.148
C 2.7292 -0.6234 4.2523  -0.037
C 2.8814 -0.5267 5.6288  -0.084
C 1.8086 -0.7902 6.4726  -0.094
C 0.5868 -1.1652 5.9326  -0.081
C 0.4369 -1.2680 4.5559  -0.040
C 3.0495 -1.7464 -1.9997  -0.262
C 4.1520 -2.0030 -2.8130  -0.017
C 3.9798 -2.1413 -4.1799  -0.054
C 2.7128 -2.0007 -4.7107  -0.054
C 1.6791 -1.7036 -3.8390  -0.136
N 1.8277 -1.5778 -2.5231  0.048
H 4.5502 -1.6083 1.1254  0.061
H 5.0891 -2.6322 -0.2152  0.087
H 5.2121 -0.8673 -0.3498  0.078
H 3.5609 -0.4105 3.5948  0.101
H 3.8428 -0.2470 6.0410  0.100
H 1.9262 -0.7050 7.5466  0.099
H -0.2557 -1.3807 6.5801  0.102
H -0.5048 -1.5888 4.1246  0.102
H 5.1387 -2.0921 -2.3826  0.104
H 4.8298 -2.3527 -4.8170  0.111
H 2.5266 -2.1057 -5.7712  0.106
H 0.6811 -1.5524 -4.2180  0.089
C -0.9029 -4.5461 -2.1037  -0.232
Si -1.8458 -3.1276 -1.2698  0.571
C -3.0111 -2.3540 -2.5971  -0.682
C -2.1582 -1.8394 -3.7570  -0.136
C -4.0083 -3.3770 -3.1573  -0.098
C -3.7827 -1.1567 -2.0236  -0.129
C -2.7570 -3.9854 0.1913  -0.669
C -3.3620 -5.3268 -0.2458  -0.102
C -1.6962 -4.2467 1.2734  -0.126
C -3.8720 -3.1341 0.8127  -0.111
H -1.5814 -5.3065 -2.5045  0.024
H -0.2379 -5.0339 -1.3830  0.023
H -0.2747 -4.1873 -2.9263  0.008
H -1.6383 -2.6619 -4.2606  0.072
H -1.4180 -1.1076 -3.4185  0.035
H -2.7959 -1.3446 -4.5017  0.087
H -3.4999 -4.2555 -3.5692  0.077
H -4.5950 -2.9230 -3.9670  0.084
H -4.7127 -3.7183 -2.3928  0.065
H -3.1052 -0.4177 -1.5804  0.017
H -4.4931 -1.4610 -1.2513  0.055
H -4.3502 -0.6544 -2.8194  0.087
H -2.5966 -6.0277 -0.5926  0.071
H -4.0972 -5.2027 -1.0471  0.063
H -3.8776 -5.7902 0.6051  0.084
H -0.8951 -4.8994 0.9109  0.071
H -2.1532 -4.7334 2.1446  0.086
H -1.2385 -3.3113 1.6158  0.047
H -4.6600 -2.9005 0.0904  0.063
H -3.4840 -2.1948 1.2107  0.022
H -4.3399 -3.6874 1.6393  0.086
C -4.6311 0.9222 1.1385  -0.443
Te -2.5042 0.6549 1.2217  1.111
C -2.5719 0.4642 3.3411  -0.433
H -4.9089 1.8766 1.5908  -0.003
H -5.1190 0.1054 1.6761  0.001
H -4.9549 0.9080 0.0946  -0.011
H -2.8748 -0.5432 3.6263  0.003
H -3.2808 1.1962 3.7278  0.005
H -1.5716 0.6777 3.7130  -0.019
C 1.9133 3.5435 3.2777  -0.213
Si 0.6926 4.0288 1.9418  0.235
C 1.0935 5.7719 1.3642  -0.209
C -1.0020 4.1102 2.7501  -0.220
As 0.6966 2.3900 0.2519  0.770
Si -0.5774 3.4334 -1.4407  0.240
C -2.3737 3.7704 -0.9823  -0.232
C 0.0139 5.0546 -2.1902  -0.208
C -0.6469 2.1468 -2.8280  -0.232
Si 2.8686 2.6304 -0.6406  0.252
C 4.0825 1.9038 0.5944  -0.220
C 3.5894 4.3002 -1.1239  -0.212
C 2.8835 1.5348 -2.1757  -0.222
H 1.8748 4.2636 4.1018  0.036
H 2.9415 3.5103 2.9027  0.010
H 1.6734 2.5507 3.6758  0.026
H 1.2793 6.4125 2.2336  0.034
H 0.2522 6.1961 0.8034  0.023
H 1.9767 5.8073 0.7179  0.007
H -1.1134 5.0596 3.2866  0.036
H -1.1349 3.2935 3.4675  0.021
H -1.8074 4.0342 2.0171  -0.010
H -2.4884 4.2070 0.0134  0.007
H -2.9749 2.8585 -1.0139  -0.005
H -2.7851 4.4799 -1.7100  0.036
H -0.3279 5.9063 -1.5928  0.025
H -0.3993 5.1584 -3.1994  0.037
H 1.1004 5.1175 -2.2653  -0.008
H -0.5633 1.1357 -2.4211  -0.017
H 0.1635 2.2796 -3.5524  0.021
H -1.5973 2.2143 -3.3667  0.034
H 4.3268 2.6185 1.3875  0.016
H 5.0160 1.6202 0.0950  0.030
H 3.6549 1.0070 1.0622  0.008
H 3.8264 4.8933 -0.2340  0.021
H 2.9203 4.8941 -1.7497  -0.001
H 4.5188 4.1432 -1.6825  0.037
H 2.2371 0.6644 -2.0313  -0.014
H 3.8933 1.1701 -2.3955  0.037
H 2.5210 2.0761 -3.0566  0.028

Computed properties:
Orbital gap, eV: 7.0
Lowest unoccupied orbital energy, Ha: -0.007
Spin multiplicity: 1



Density functional theory data (the ωB97M-V functional and the def2-TZVPD basis) for a structure of composition C5H6O.

Last column: Löwdin charge in e.
Atoms and positions in Å:
C 2.8459 -0.1649 -0.1971  0.137
C 1.6866 0.1620 -0.2609  -0.057
C 0.2803 0.5638 -0.3378  -0.443
C -0.9087 -0.8646 0.2156  -0.103
C -1.7422 0.2540 0.3772  0.044
O -0.1278 1.5469 0.4018  -0.121
H 3.8756 -0.4423 -0.1354  0.031
H -0.0803 0.4624 -1.3739  0.125
H -1.0215 -1.4941 -0.6628  0.089
H -0.5238 -1.3457 1.1112  0.091
H -1.9896 0.6624 1.3484  0.100
H -2.3189 0.6384 -0.4612  0.106

Computed properties:
Orbital gap, eV: 7.9
Lowest unoccupied orbital energy, Ha: -0.020
Spin multiplicity: 1



Energy above the lowest of the compared OMol25 structures with the same formula, charge and spin (eV)
0.612; 0.000; 0.000; 5.643